[1]
The following is a quantum chemistry calculation of an isolated ion of composition C5H6N and charge +1 at a distorted geometry, from OMol25.

Computed properties:
net charge = +1
DFT total energy = -248.45326 Eh
LUMO level (alpha / beta) = -6.5 / -6.5 eV

```
12
Properties=species:S:1:pos:R:3:nbo_charge:R:1
C 0.99 -0.29 0.85 0.2020
C -0.16 -0.49 -1.17 0.3976
C 0.83 -1.19 -0.38 -0.5746
C -0.87 1.05 0.51 -0.1444
C -0.96 0.45 -1.08 -0.3192
N 0.22 0.58 1.12 -0.2892
H 1.86 -0.51 1.54 0.2670
H 0.57 -2.16 -0.12 0.2821
H 1.76 -1.27 -0.85 0.2943
H -1.05 2.19 0.22 0.2983
H -1.62 0.56 1.09 0.2621
H -1.58 1.06 -1.73 0.3238
```

---

[2]
The following is a quantum chemistry calculation of a 2-piece molecular cluster, C9H10N3OS overall at a distorted geometry, from OMol25.

Computed properties:
net charge = +1
DFT total energy = -986.31469 Eh
LUMO level = -3.3 eV

```
24
Properties=species:S:1:pos:R:3:nbo_charge:R:1
C 1.49 -0.19 -1.15 -0.1873
C 2.69 0.96 0.82 -0.4894
C 2.15 -1.33 -0.90 -0.0435
C 3.45 -0.31 0.69 0.1723
C 1.60 1.02 -0.20 -0.3301
C -2.87 0.10 -0.48 0.2777
C 0.56 1.78 -0.19 0.7184
C -2.78 -1.97 0.89 -0.4231
C -1.93 -1.03 1.26 -0.0081
N 3.20 -1.30 -0.05 -0.4245
N -1.95 0.15 0.56 -0.5279
N -2.95 1.13 -1.33 -0.7568
O -0.38 2.44 -0.40 -0.5261
S -3.67 -1.41 -0.47 0.5159
H 0.78 -0.10 -2.01 0.2179
H 3.44 1.74 0.64 0.2503
H 2.21 -2.17 -1.51 0.2170
H 4.41 -0.37 1.15 0.1936
H -3.07 -2.98 1.17 0.2893
H 2.38 1.05 1.85 0.2455
H -1.29 -1.15 2.16 0.2606
H -1.53 1.00 0.88 0.4542
H -2.34 1.89 -1.12 0.4414
H -3.59 1.05 -2.25 0.4625
```

---

[3]
The following is a quantum chemistry calculation of a 7-piece molecular cluster, C20H41N3O6 overall at a distorted geometry, from OMol25.

Computed properties:
DFT total energy = -1402.23579 Eh
LUMO level = 0.1 eV

```
70
Properties=species:S:1:pos:R:3:nbo_charge:R:1
C -17.62 8.33 0.60 -0.4160
N -19.08 8.59 0.65 -0.4290
C -19.94 7.71 1.44 -0.4175
C -19.50 9.81 0.15 0.5201
O -20.63 10.33 0.26 -0.6328
H -16.91 9.08 0.26 0.2223
H -17.57 7.46 -0.05 0.1921
H -17.30 8.00 1.59 0.2007
H -19.40 7.57 2.38 0.1994
H -20.88 8.26 1.56 0.2451
H -20.14 6.77 0.94 0.1974
H -18.74 10.33 -0.46 0.1182
C -25.27 5.59 6.18 -0.4191
N -25.34 6.98 6.53 -0.4361
C -26.14 7.87 5.64 -0.4173
C -24.66 7.37 7.61 0.5329
O -24.64 8.47 8.10 -0.6145
H -24.42 5.52 5.50 0.1925
H -26.14 5.22 5.63 0.2044
H -25.11 4.85 6.97 0.2161
H -26.23 8.86 6.10 0.2416
H -25.63 8.08 4.70 0.2010
H -27.07 7.33 5.49 0.1980
H -23.92 6.61 7.92 0.1006
C -26.58 3.82 -1.00 -0.7115
C -26.34 5.26 -1.26 0.5793
C -27.46 6.11 -1.73 -0.7282
O -25.14 5.66 -1.14 -0.5559
H -25.61 3.31 -0.97 0.2397
H -27.18 3.36 -1.79 0.2244
H -27.16 3.82 -0.08 0.2314
H -27.63 6.03 -2.81 0.2495
H -27.21 7.16 -1.61 0.2458
H -28.36 5.90 -1.15 0.2256
C -14.23 -1.73 2.65 -0.7374
C -15.50 -1.46 3.34 0.5837
C -15.50 -1.34 4.89 -0.7138
O -16.62 -1.57 2.70 -0.5645
H -14.25 -1.48 1.58 0.2507
H -13.91 -2.77 2.71 0.2519
H -13.40 -1.36 3.24 0.2247
H -14.87 -0.48 5.10 0.2259
H -15.21 -2.33 5.26 0.2373
H -16.52 -1.09 5.17 0.2415
C -18.74 4.20 -4.00 -0.7208
C -19.84 4.25 -5.02 0.5859
C -21.10 3.38 -4.84 -0.7173
O -19.66 5.04 -6.00 -0.5486
H -17.77 4.41 -4.46 0.2405
H -18.61 3.15 -3.75 0.2150
H -18.92 4.85 -3.15 0.2413
H -20.97 2.40 -5.30 0.2397
H -21.93 3.88 -5.35 0.2421
H -21.32 3.31 -3.78 0.2220
C -17.11 6.35 8.55 -0.7298
C -16.43 6.23 7.21 0.5907
C -15.78 4.87 6.95 -0.7312
O -16.08 7.19 6.58 -0.5318
H -16.41 6.14 9.36 0.2406
H -17.85 5.59 8.77 0.2268
H -17.70 7.25 8.69 0.2379
H -16.15 4.21 6.17 0.2444
H -15.75 4.23 7.83 0.2137
H -14.77 5.16 6.66 0.2386
C -21.59 1.53 2.08 -0.7388
C -20.79 2.17 3.02 0.2865
N -20.21 2.74 3.83 -0.3268
H -21.15 1.55 1.08 0.2599
H -22.64 1.82 2.12 0.2594
H -21.56 0.45 2.27 0.2602
```

---

[4]
The following is a quantum chemistry calculation of a 2-piece molecular cluster, H4N4 overall at a distorted geometry, from OMol25.

Computed properties:
DFT total energy = -221.19913 Eh
LUMO level (alpha / beta) = 0.1 / 0.2 eV

```
8
Properties=species:S:1:pos:R:3:nbo_charge:R:1
N -0.88 -1.33 0.08 -0.4318
N 1.92 -0.36 0.04 -0.4714
N -0.75 0.88 -0.03 -0.5880
N -0.21 -0.31 -0.06 0.1337
H -0.30 -2.16 0.00 0.3526
H 2.10 0.62 -0.20 0.2328
H -0.14 1.67 -0.02 0.3968
H -1.74 0.99 0.20 0.3754
```

---

[5]
The following is a quantum chemistry calculation of one molecule with the formula C3H7NOS at a distorted geometry, from OMol25.

Computed properties:
DFT total energy = -646.68100 Eh
LUMO level = 0.6 eV

```
13
Properties=species:S:1:pos:R:3:nbo_charge:R:1
C -0.88 -1.80 0.16 -0.4246
N -0.12 -0.62 -0.25 -0.5559
C 0.04 0.36 0.57 0.1001
S -0.46 0.40 2.14 -0.2126
C 0.89 1.49 0.02 -0.1347
O 0.94 1.51 -1.39 -0.7104
H -0.90 -2.52 -0.69 0.2026
H -1.88 -1.49 0.44 0.2195
H -0.37 -2.25 1.04 0.2231
H 0.23 -0.62 -1.20 0.4171
H 1.90 1.40 0.41 0.2108
H 0.55 2.41 0.44 0.1981
H 0.06 1.73 -1.68 0.4669
```

---

[6]
The following is a quantum chemistry calculation of one molecule with the formula C9H11N at a distorted geometry, from OMol25.

Computed properties:
DFT total energy = -404.12955 Eh
LUMO level = 0.2 eV

```
21
Properties=species:S:1:pos:R:3:nbo_charge:R:1
C 1.41 -1.41 0.02 -0.0816
C 0.68 -0.28 -0.01 -0.0232
C 1.63 0.83 -0.04 -0.2601
C 3.02 0.28 -0.03 0.0476
C -0.90 1.58 0.13 -0.3203
C 1.12 2.04 0.04 0.0095
C -0.79 0.07 -0.01 -0.1528
C -1.45 -0.62 1.19 -0.5779
C -1.44 -0.41 -1.32 -0.5877
N 2.77 -1.03 0.00 -0.5539
H 1.13 -2.44 0.06 0.2119
H -1.20 1.94 1.10 0.2075
H -1.31 2.12 -0.71 0.2070
H 1.47 3.05 0.07 0.2062
H -2.52 -0.42 1.20 0.2063
H -1.01 -0.26 2.12 0.2126
H -1.30 -1.70 1.13 0.2070
H -0.71 -0.48 -2.13 0.2204
H -2.23 0.27 -1.64 0.2073
H -1.88 -1.40 -1.19 0.2099
H 3.51 -1.71 0.03 0.4044
```

---

[7]
The following is a quantum chemistry calculation of a 2-piece molecular cluster, C3H8P2 overall at a distorted geometry, from OMol25.

Computed properties:
DFT total energy = -801.62715 Eh
LUMO level (alpha / beta) = -1.0 / -0.9 eV

```
13
Properties=species:S:1:pos:R:3:nbo_charge:R:1
C 2.48 0.12 -0.94 -0.8449
C -1.80 0.74 1.94 -1.0474
C 0.03 -0.96 -1.39 -0.9084
P -0.70 -0.75 2.06 0.2807
P 0.99 0.10 -0.19 0.7015
H 2.45 -0.22 -2.03 0.2231
H 3.12 0.82 -0.57 0.2069
H -2.28 0.91 2.97 0.2417
H -2.49 0.87 1.15 0.2298
H -1.29 1.64 1.67 0.2470
H 0.41 -1.89 -1.42 0.2274
H -0.02 -0.45 -2.28 0.2198
H -0.90 -0.95 -0.95 0.2227
```

---

[8]
The following is a quantum chemistry calculation of C4H11CsNO as an isolated structure at a distorted geometry, from OMol25.

Computed properties:
net charge = +1
DFT total energy = -308.92941 Eh
LUMO level = -3.5 eV

```
18
Properties=species:S:1:pos:R:3:nbo_charge:R:1
Cs 21.39 12.20 5.46 0.9943
C 19.68 11.29 8.88 -0.6240
C 20.38 12.18 9.90 -0.0867
C 21.27 13.20 9.22 -0.0724
O 22.17 12.60 8.29 -0.6042
C 23.35 12.09 8.84 -0.2561
N 19.37 12.94 10.66 -0.8254
H 18.94 10.70 9.44 0.2336
H 20.35 10.55 8.45 0.2014
H 19.11 11.85 8.14 0.1991
H 20.99 11.54 10.55 0.1766
H 21.84 13.82 9.93 0.1872
H 20.67 13.93 8.68 0.1911
H 23.98 11.74 8.03 0.1856
H 23.20 11.29 9.57 0.1848
H 23.89 12.89 9.36 0.1869
H 19.84 13.58 11.31 0.3608
H 18.88 12.30 11.29 0.3673
```

---

Q: Among the records above, which one has the highest DFT total energy?
A: H4N4